Computed, not measured: C4H4BiCl2LaN2O4 as an isolated structure in a non-equilibrium geometry, with ωB97M-V/def2-TZVPD.

The geometry in XYZ format:
```
18
Properties=species:S:1:pos:R:3:forces:R:3:lowdin_charge:R:1
Bi 5.6625 -3.1346 -0.2907 -1.4219 3.2429 5.3781 1.56
La -0.6424 0.3964 0.3870 -0.4604 -0.6603 1.6724 1.78
Cl 6.1318 -1.8146 1.7641 0.1240 -0.6933 -1.1634 0.08
Cl -1.9883 -1.5625 -0.3806 0.3368 -0.0335 -0.0596 -0.05
C -1.9624 1.5715 -1.2866 -3.9409 3.4455 -3.7443 -0.14
C 7.9044 -3.6670 -0.4097 8.3651 -1.8816 -0.4250 -0.05
C 5.6433 -4.3124 -2.2038 0.2992 -6.3760 -10.6060 -0.15
O -2.7886 2.2011 -1.7809 3.0435 -2.3257 1.4229 0.20
O 9.0454 -3.9148 -0.4603 -6.9601 1.5453 0.3841 0.30
O 5.5794 -4.9130 -3.2124 0.1992 3.7583 6.3249 0.27
N -3.6287 3.4009 1.4161 0.0884 -0.6192 -0.3936 0.24
C -3.7007 2.1677 0.9049 -0.5549 -0.1139 1.4999 -0.54
N -4.8601 1.6355 0.5140 0.6710 0.1883 0.0921 0.26
O -2.6054 1.4352 0.9286 0.1303 0.4436 -0.2994 -0.38
H -4.4710 3.9305 1.6428 0.4751 0.0249 -0.2297 0.16
H -2.7083 3.7642 1.6611 -0.7134 -0.0447 0.1329 0.15
H -4.8627 0.7049 0.0902 -0.2163 0.4755 0.4475 0.15
H -5.7485 2.1110 0.7160 0.5352 -0.3761 -0.4339 0.17
```
Forces are in eV/Å.

Summary:
Electronic energy ... -47082.4462 eV
Frontier orbital gap (spin up / spin down) ... 3.76 / 3.76 eV
Total charge ... +4



Computed, not measured: a 2-piece molecular cluster, C2H7N2O overall, with ωB97M-V/def2-TZVPD.

The geometry in XYZ format:
```
12
Properties=species:S:1:pos:R:3:forces:R:3:nbo_charge:R:1
C -1.2889 -0.4401 0.2761 0.6073 0.0803 0.1449 0.14
C 1.8515 -0.2415 -0.1731 -0.2986 -0.2930 -0.1277 0.48
N 0.7866 0.1985 0.3472 -0.8959 -0.4038 0.0253 -0.70
N -1.9385 0.5850 -0.1774 -0.2751 0.2208 -0.1503 -0.68
O 3.0093 0.3338 0.0277 0.6312 0.3965 0.1906 -0.64
H -1.0982 -1.2858 -0.3709 0.0425 0.1594 -0.0513 0.23
H -1.2521 -0.6100 1.3423 0.0066 0.0669 -0.0369 0.23
H 1.7948 -1.1185 -0.8120 0.2052 -0.0654 -0.0313 0.17
H 0.8926 1.0175 0.9339 0.2568 0.1751 0.0932 0.38
H -2.0666 0.7260 -1.1726 -0.0102 -0.0168 0.1770 0.43
H -2.1967 1.3538 0.4314 -0.0467 -0.1999 -0.1293 0.43
H 3.7724 -0.1033 -0.3747 -0.2231 -0.1202 -0.1042 0.52
```
Forces are in eV/Å.

Summary:
Electronic energy ... -7207.8230 eV
Frontier orbital gap ... 11.61 eV
Total charge ... +1



Computed, not measured: one molecule with the formula C5H10 in a non-equilibrium geometry, with ωB97M-V/def2-TZVPD.

The geometry in XYZ format:
```
15
Properties=species:S:1:pos:R:3:forces:R:3:nbo_charge:R:1
C -1.6023 -0.9248 -0.3521 0.4916 -0.2023 -2.2991 -0.60
C -0.5694 0.1493 -0.9101 -1.8494 -0.1926 -0.4145 -0.44
C 0.5070 0.4116 0.0953 -0.0105 -1.1067 0.2470 0.01
C 0.1698 1.2066 1.0861 -0.2884 2.3019 1.6042 -0.41
C 1.7006 -0.5010 0.1727 -1.0478 -1.2063 -1.8299 -0.66
H -2.5833 -0.4771 -0.1439 0.4114 -0.2855 0.2176 0.21
H -1.6745 -1.5699 -1.2719 -0.7294 0.0752 1.2091 0.20
H -1.2212 -1.5581 0.4490 -0.0559 0.3409 0.1090 0.21
H -0.3094 -0.2600 -1.8977 0.8545 0.3431 0.4579 0.21
H -1.1853 1.0576 -1.1705 0.8934 -0.6232 0.5129 0.21
H 0.7756 1.5310 2.0009 -0.7377 -0.9048 -1.5001 0.20
H -0.8169 1.7108 0.9762 0.8497 -0.1614 0.3554 0.19
H 2.0357 -0.7404 -0.8875 0.8147 1.1075 1.3310 0.22
H 2.3236 -0.1981 0.9979 0.9841 0.1880 -0.4624 0.23
H 1.4212 -1.5453 0.3966 -0.5802 0.3263 0.4619 0.22
```
Forces are in eV/Å.

Summary:
Electronic energy ... -5345.6516 eV
Frontier orbital gap ... 10.21 eV
Structure (SMILES) ... C=C(C)CC
Total charge ... 0



Computed, not measured: C4H6O2 as an isolated structure in a non-equilibrium geometry, with ωB97M-V/def2-TZVPD.

The geometry in XYZ format:
```
12
Properties=species:S:1:pos:R:3:forces:R:3:nbo_charge:R:1
C 1.6306 -0.6118 -0.0899 5.6154 3.3867 0.1661 0.40
C 0.3424 -0.3664 0.4837 2.4197 6.4240 1.4785 0.00
C -0.4681 1.0185 0.0118 0.6834 -2.1257 2.4128 -0.45
C -1.4508 -0.2125 -0.3569 -1.8619 1.9839 3.1174 -0.07
H 1.7645 -1.6287 -0.3075 0.2252 -1.9157 -0.8242 0.12
H 0.4497 -0.1105 1.5171 0.0102 -1.1083 1.4666 0.20
H 0.0894 1.3007 -0.7940 0.9564 1.0567 -2.6383 0.20
H -0.4876 2.0102 0.6948 -0.7909 -2.9828 -1.0707 0.24
H -2.4135 -0.1631 0.4660 2.4313 -0.6158 -2.8984 0.20
H -1.6137 -0.1293 -1.4274 -0.8113 -0.8095 0.1377 0.21
O 2.6337 0.1541 -0.2103 -3.5911 -1.9265 0.2971 -0.53
O -0.4767 -1.2612 0.0125 -5.2866 -1.3669 -1.6445 -0.51
```
Forces are in eV/Å.

Summary:
Electronic energy ... -8335.9614 eV
Frontier orbital gap ... 10.33 eV
Total charge ... 0



Computed, not measured: a 2-piece molecular cluster, C3H10N4O overall in a non-equilibrium geometry, with ωB97M-V/def2-TZVPD.

The geometry in XYZ format:
```
18
Properties=species:S:1:pos:R:3:forces:R:3:nbo_charge:R:1
N -0.8095 -0.8987 0.6236 0.1602 -0.0044 -1.7174 -0.57
N -1.6548 -1.9179 1.1423 1.1871 1.1164 0.2776 -0.75
C -0.2141 0.0207 1.5748 -1.9946 -1.5374 2.8793 0.48
O 0.3534 -0.4439 2.5891 0.1836 0.9843 -2.0287 -0.63
H -0.0848 -1.3067 0.0215 -0.1815 0.2032 0.5148 0.36
H -2.4113 -2.1358 0.5009 0.3232 -0.1570 1.2095 0.39
H -1.3404 -2.2478 2.0536 -0.8831 -0.5479 -0.7608 0.39
H -0.8281 0.9298 1.7189 0.4855 0.0106 -0.3157 0.12
N 1.7950 0.0192 -0.3884 -0.4274 0.0377 0.1623 -0.90
N -0.1981 0.6900 -2.2383 0.1139 -0.4341 0.7563 -0.78
C 0.8468 1.0493 -0.0761 -0.8326 -0.2147 -1.7826 -0.24
C -0.2030 1.2378 -1.0041 2.4163 0.7052 0.5352 0.15
H 2.2552 -0.2947 0.4673 0.1977 0.0769 -0.6674 0.40
H 2.4089 0.2366 -1.1632 0.4378 -0.0034 0.3735 0.36
H 0.5715 0.0535 -2.4217 -0.5085 0.1562 -0.3019 0.40
H -0.8012 1.0300 -2.9689 0.0323 -0.3700 0.1814 0.41
H 1.2247 1.9413 0.4102 -0.5395 -0.0164 0.5911 0.21
H -0.9102 2.0373 -0.8414 -0.1704 -0.0054 0.0935 0.20
```
Forces are in eV/Å.

Summary:
Electronic energy ... -11277.2776 eV
Frontier orbital gap ... 8.31 eV
Structure (SMILES) ... N/C=C\N.NNC=O
Total charge ... 0



Computed, not measured: one molecule with the formula C22H29NO5, with ωB97M-V/def2-TZVPD.

The geometry in XYZ format:
```
57
Properties=species:S:1:pos:R:3:forces:R:3:nbo_charge:R:1
C 0.8683 -2.3537 2.4058 0.0092 0.2608 0.0753 -0.62
H 0.0382 -2.4804 1.7148 -0.0812 -0.0519 -0.0784 0.23
H 1.7699 -2.7442 1.9404 0.0852 -0.0746 -0.0425 0.21
H 0.6748 -2.9333 3.3041 -0.0300 -0.0994 0.0846 0.20
C 1.0706 -0.8706 2.7172 0.2908 -0.1799 -0.1852 -0.21
N -0.1582 -0.2149 3.1160 -0.0757 0.0088 0.2033 -0.43
C -0.7319 0.8409 2.5051 0.3826 0.0758 -0.1143 0.72
O -1.8573 1.2214 2.8225 -0.4125 0.3344 -0.0276 -0.70
C -0.0292 1.5846 1.3860 -0.2610 0.0618 -0.1138 -0.49
H 0.9955 1.2786 1.2059 0.0254 0.0339 0.0062 0.22
H -0.0449 2.6423 1.6581 0.0614 -0.0373 0.0776 0.24
C -0.8775 1.3709 0.1199 0.0854 -0.1390 0.0836 -0.25
C -0.3386 2.0432 -1.1218 -0.0549 0.3318 0.0111 -0.03
C 0.7391 2.9111 -1.1253 -0.2885 -0.1480 0.0722 -0.14
C 1.1837 3.5061 -2.2969 0.1906 0.2089 -0.3361 -0.33
C 0.5468 3.2385 -3.4999 -0.0413 -0.0647 0.0391 0.30
C -0.5469 2.3719 -3.5041 0.1089 0.1028 -0.1212 -0.25
C -0.9802 1.7917 -2.3337 0.0962 0.1484 -0.0050 -0.19
H -1.8290 1.1234 -2.3530 -0.0886 -0.0826 -0.0217 0.22
H -1.0413 2.1736 -4.4421 -0.0718 -0.0203 -0.1163 0.22
O 0.9010 3.7602 -4.7122 -0.2567 -0.2271 0.0967 -0.50
C 1.9741 4.6656 -4.7621 0.1630 0.1336 0.0013 -0.25
H 2.9113 4.1999 -4.4382 -0.0375 0.0266 0.0045 0.17
H 2.0634 4.9614 -5.8064 0.0374 0.0106 0.0863 0.20
H 1.7813 5.5538 -4.1511 0.0178 -0.0400 -0.0100 0.18
H 2.0294 4.1748 -2.2510 0.0650 0.0640 -0.0414 0.22
H 1.2625 3.1414 -0.2106 0.0602 -0.0062 0.1300 0.20
C -1.0639 -0.1146 -0.1218 0.0675 0.2677 0.0475 -0.25
C -2.2492 -0.7736 0.2259 0.2837 -0.2753 -0.1425 0.43
C -2.4288 -2.1086 -0.1153 -0.0803 -0.1395 -0.0422 -0.37
C -1.4341 -2.8125 -0.7788 -0.2233 0.2427 0.1891 0.35
C -0.2249 -2.1900 -1.0681 0.3414 -0.2001 -0.2909 -0.45
C -0.0451 -0.8545 -0.7288 -0.2029 -0.0691 0.1469 0.43
O 1.1317 -0.1863 -0.9381 -0.4551 -0.1457 0.3376 -0.53
C 2.0759 -0.7337 -1.8212 0.2509 -0.1117 -0.1928 -0.25
H 2.8241 0.0442 -1.9691 -0.0111 -0.0704 -0.0202 0.20
H 1.6251 -0.9853 -2.7856 -0.0048 -0.0011 0.0378 0.18
H 2.5611 -1.6222 -1.4007 -0.0426 0.0331 -0.0335 0.17
H 0.5705 -2.7342 -1.5469 0.0919 -0.0677 -0.0466 0.22
O -1.7213 -4.1125 -1.0739 -0.1527 0.3067 0.1661 -0.49
C -0.7592 -4.8795 -1.7529 0.1753 -0.1212 -0.1091 -0.25
H 0.1565 -4.9946 -1.1626 -0.0324 0.0182 -0.0337 0.17
H -0.5116 -4.4466 -2.7278 0.0013 -0.0076 0.0458 0.18
H -1.2136 -5.8580 -1.9008 0.0757 0.0501 -0.0130 0.20
H -3.3546 -2.5980 0.1345 -0.1418 -0.0840 0.0563 0.23
O -3.2752 -0.1659 0.8664 -0.1108 0.0557 -0.0860 -0.70
H -2.9568 0.5411 1.4593 0.0915 -0.0996 0.0136 0.51
H -1.8656 1.8091 0.3126 0.1748 -0.0966 0.0142 0.24
C -0.8750 -0.8096 4.2367 -0.2661 0.0803 0.3028 -0.23
C -0.0605 -0.7973 5.5255 -0.0789 -0.0563 -0.2587 -0.62
H -0.6926 -1.1149 6.3504 -0.0197 -0.0517 0.1027 0.22
H 0.2995 0.2074 5.7346 0.0477 0.0899 0.0507 0.21
H 0.7910 -1.4715 5.4715 0.1277 -0.0544 0.0654 0.20
H -1.7800 -0.2141 4.3709 0.1448 -0.2287 -0.0542 0.25
H -1.1739 -1.8298 3.9827 -0.0338 0.0537 -0.0135 0.20
H 1.4592 -0.3942 1.8210 0.0024 0.0199 0.1123 0.22
H 1.8159 -0.7577 3.5132 0.0003 0.0315 -0.1100 0.19
```
Forces are in eV/Å.

Summary:
Electronic energy ... -35012.0701 eV
Frontier orbital gap ... 8.60 eV
Structure (SMILES) ... CCN(CC)C(=O)C[C@@H](c1ccc(OC)cc1)c1c(O)cc(OC)cc1OC
Total charge ... 0